ORCA calculation (the ωB97M-V functional and the def2-TZVPD basis) on a gas-phase ion, C4H7N2S (charge +1) in a non-equilibrium geometry.

Structure (ORCA input):
```
! wB97M-V def2-TZVPD RIJCOSX def2/J DEFGRID3
* xyz 1 1
C 2.0522 1.2320 -0.2613
H 0.6602 -1.8306 -0.0161
S 3.1809 -1.2080 -0.0108
H 1.1760 1.6956 -0.5721
C -2.7017 -1.5205 0.2674
C -0.5869 -0.2210 -0.3620
H 2.3877 1.5861 0.6332
H -2.8756 -1.3175 1.3152
H -3.2450 -2.4008 -0.1056
N 0.5615 -0.8255 -0.1225
C 1.8373 -0.2628 -0.0834
N -1.8422 -1.2187 -0.5982
H -0.5309 0.8391 -0.6390
H 2.8813 1.3887 -0.9464
*
```

## Properties
- ΔE to the lowest compared entry with this formula, charge and spin: 3.4966 eV
- SMILES string: C=N/C=[NH+]/C(C)=S
- Gap between HOMO and LUMO: 7.35 eV
- M: 115.2 g/mol

Here are the natural (NBO) charges for atoms 1 to 2, given in e: -0.670, 0.464


ORCA calculation (the ωB97M-V functional and the def2-TZVPD basis) on a single C4H7N3 molecule.

Structure (ORCA input):
```
! wB97M-V def2-TZVPD RIJCOSX def2/J DEFGRID3
* xyz 0 1
H -0.6287 2.0732 0.0511
N -2.3155 0.9350 -0.2369
H 1.8278 1.2882 -0.2167
H 2.8259 -0.1274 -0.6372
C -1.0811 1.0789 0.0431
H -0.1660 -0.2579 1.4049
N 0.8250 -0.6124 -0.3778
N -2.6360 -0.4748 -0.1972
H -1.5551 -2.1990 0.1818
C 1.9833 0.2174 -0.0415
C -0.3869 -0.2330 0.3160
H 0.6535 -0.6297 -1.3849
C -1.5744 -1.1238 0.0777
H 2.2281 0.0651 1.0176
*
```

## Properties
- ΔE to the lowest compared entry with this formula, charge and spin: 1.9155 eV
- SMILES string: CNC1C=NN=C1
- Gap between HOMO and LUMO: 9.81 eV
- M: 97.1 g/mol

Here are the natural (NBO) charges for atoms 1 to 2, given in e: 0.205, -0.249


ORCA calculation (the ωB97M-V functional and the def2-TZVPD basis) on a single C4H7N3 molecule in a non-equilibrium geometry.

Structure (ORCA input):
```
! wB97M-V def2-TZVPD RIJCOSX def2/J DEFGRID3
* xyz 0 1
N -1.0851 0.8264 -1.1049
H 2.1930 -0.9280 0.7599
N 1.1495 0.5309 -0.4275
H -3.1396 0.3677 -1.1130
H -2.7221 -1.4319 0.4924
H 3.0966 -0.2261 -0.5785
C -0.1979 0.4199 -0.1459
H 2.8176 0.7321 0.8757
N -2.2079 0.1190 -0.8032
C -0.8437 -0.3092 0.8967
C 2.3510 0.0036 0.1998
H 1.2715 0.9600 -1.3257
H -0.6233 -0.4631 1.9526
C -2.0595 -0.6013 0.3215
*
```

## Properties
- ΔE to the lowest compared entry with this formula, charge and spin: 1.5136 eV
- SMILES string: CNc1cc[nH]n1
- Gap between HOMO and LUMO: 8.65 eV
- M: 97.1 g/mol

Here are the natural (NBO) charges for atoms 1 to 2, given in e: -0.358, 0.202


The highest M belongs to which entry?
C4H7N2S


Look up the ΔE to the lowest compared entry with this formula, charge and spin of the first one.
3.4966 eV


Look up the M of the second one.
97.1 g/mol